(1)
Density functional theory data (ωB97M-V with the def2-TZVPD basis set) for C49H30FeIN10O2 as an isolated structure.

Element x y z (Å)
I1 1.74292 0.11279 1.65072
Fe1 -0.58318 -0.15615 -0.48526
O1 -5.05560 -0.09098 5.71992
O2 -2.36645 -0.68906 4.93750
N1 0.42029 0.12967 -3.83221
N2 -2.91403 0.05845 -0.25318
N3 -4.11404 -2.11366 4.90146
N4 0.44246 1.27062 -1.73127
N5 -3.63378 -1.45530 -1.95871
N6 -1.32128 -1.80831 1.07636
N7 -3.01653 1.38095 1.73390
N8 -1.49180 -0.53539 -2.51638
N9 -0.96992 1.78853 0.56852
N10 0.94441 3.02497 -0.20087
C1 -2.38492 -1.35637 -6.98001
C2 -6.35749 -2.54087 1.44773
C3 -2.37565 -3.92008 1.45194
C4 -2.68468 -1.07152 -2.82277
C5 3.65946 3.00138 -1.76922
C6 1.01545 0.82430 -2.90212
C7 3.28172 -2.50160 -1.47506
C8 -2.46459 -2.23243 3.13268
C9 5.18264 -1.62654 -0.25800
C10 4.67590 -2.43428 -1.23110
C11 -0.11961 2.86525 0.51994
C12 -3.68991 -0.95426 -0.75901
C13 -5.61283 -2.39877 0.28128
C14 -5.23714 -0.65760 2.49357
C15 4.69658 2.79336 -2.67234
C16 -2.80952 -3.50589 2.69840
C17 -6.17328 -1.68597 2.53485
C18 4.56153 1.90189 -3.73511
C19 1.45227 -3.46248 -2.68842
C20 2.36137 -1.69632 -0.73674
C21 0.57383 -2.59946 -1.99773
C22 0.95730 -1.67388 -1.04458
C23 -3.81558 -1.78087 -5.06636
C24 -1.93681 5.40304 3.31797
C25 -1.60316 -0.82264 -4.80929
C26 2.95548 -0.92870 0.30470
C27 -0.06551 5.14951 1.79352
C28 2.79171 -3.39031 -2.45919
C29 -2.44404 4.15238 2.97445
C30 3.38484 1.18883 -3.93792
C31 -1.65068 -3.03364 0.67028
C32 -2.80452 -1.28077 -4.26508
C33 -4.67577 -1.38417 0.24999
C34 -1.73374 3.42243 2.04586
C35 -3.39965 0.37630 0.94781
C36 2.49950 2.27806 -1.96629
C37 1.24076 2.19140 -1.21391
C38 -2.95289 -1.61490 4.39801
C39 -4.49512 -0.53176 1.33433
C40 -1.96588 2.09912 1.42648
C41 -0.57012 3.90846 1.46860
C42 -0.80758 -0.35475 -3.67670
C43 -1.68944 -1.43777 2.29861
C44 4.29997 -0.87745 0.54210
C45 -3.58610 -1.81409 -6.43557
C46 -4.72309 -1.42104 6.02078
C47 -1.37415 -0.84981 -6.17380
C48 -0.77037 5.89235 2.73770
C49 2.36209 1.39048 -3.03237
H1 5.33225 -3.04964 -1.83547
H2 -4.21562 0.36692 5.57445
H3 -5.08760 0.00578 3.33561
H4 4.68696 -0.27600 1.35334
H5 -1.31682 -3.30909 -0.32108
H6 -5.75246 -3.05663 -0.56598
H7 -7.09853 -3.32733 1.51480
H8 -4.74454 -2.13142 -4.63727
H9 -0.46954 -2.66297 -2.29345
H10 3.27449 0.49446 -4.75955
H11 5.62897 3.32837 -2.54761
H12 6.24744 -1.57411 -0.07355
H13 3.75419 3.69022 -0.94101
H14 -0.44111 -0.49206 -6.58753
H15 -0.40827 6.87008 3.02753
H16 -3.39140 -4.17209 3.32286
H17 -5.64691 -1.93652 6.27447
H18 -3.35198 3.76246 3.41410
H19 1.05627 -4.15151 -3.42576
H20 5.39337 1.76026 -4.41275
H21 0.83923 5.52113 1.33211
H22 3.49587 -4.00699 -3.00510
H23 -2.60924 -4.90420 1.07137
H24 -2.24364 -1.39771 -8.05220
H25 -1.42037 -0.44014 2.62374
H26 -4.03384 -1.47008 6.86663
H27 -4.70491 -2.65466 4.29249
H28 -6.77792 -1.82059 3.42370
H29 -2.45696 6.00961 4.04765
H30 -4.35073 -2.20001 -7.09708

Properties
⟨S²⟩	8.822
multiplicity	6
energy relative to the best compared isomer or geometry (same formula, charge and spin)	0.0	kcal/mol
orbital gap (spin up / spin down)	5.28 / 5.06	eV
HOMO (spin up / spin down)	-6.707 / -7.361	eV


(2)
Density functional theory data (ωB97M-V with the def2-TZVPD basis set) for C49H33Cl2N8S2Sr as an isolated structure.

Element x y z (Å)
Sr1 -0.63674 -1.02806 -0.31789
Cl1 -4.19994 -6.03671 0.72939
Cl2 -0.74217 -3.35026 -2.54641
S1 -2.01125 -3.74450 0.44440
S2 1.20901 -1.39855 3.90569
N1 -2.56117 -0.55354 1.56949
N2 1.43319 -2.66059 0.57078
N3 -0.25137 -1.18910 3.02373
N4 -0.64685 0.80727 4.25949
N5 1.47288 -0.35922 -1.69879
N6 2.63571 -4.46065 1.07626
N7 -0.15023 1.48814 0.22503
N8 6.59648 6.93942 -1.84175
C1 -2.35578 -5.32026 -3.29909
C2 3.36251 1.97690 4.48287
C3 0.83665 2.34438 -0.24250
C4 1.43131 -3.95536 0.68494
C5 2.27830 0.76801 -1.62372
C6 3.17980 3.61405 -2.46217
C7 3.67828 3.53580 -0.10878
C8 -3.45459 -5.71893 -0.81531
C9 -3.55906 0.09798 -2.52055
C10 5.36471 -2.01564 1.66012
C11 -3.38510 0.38167 3.62095
C12 4.11291 4.62116 -2.63229
C13 -0.68701 3.63177 0.79712
C14 -2.36648 -0.12356 2.82165
C15 3.03425 0.65432 4.23299
C16 2.20731 -1.28602 -2.28540
C17 2.71692 -2.25921 0.90724
C18 2.95219 3.06584 -1.20402
C19 1.02906 2.55502 4.53808
C20 -3.79810 -0.51113 1.08112
C21 -6.38201 0.25279 -4.95736
C22 0.70002 1.22229 4.33113
C23 1.94983 1.97906 -1.01467
C24 4.60236 -0.88427 1.33974
C25 3.27374 -0.98592 0.97479
C26 3.50676 -0.83273 -2.62126
C27 -0.98680 -0.20281 3.36332
C28 -1.04224 2.26211 0.82548
C29 4.82193 -3.28674 1.62007
C30 -6.52673 2.13924 -3.48823
C31 -4.66802 0.42853 3.09431
C32 -3.31949 -6.30601 -3.13359
C33 -3.86805 -6.50179 -1.87634
C34 -4.87814 -0.02336 1.80732
C35 5.81237 6.10748 -1.70414
C36 0.51031 3.68505 0.12760
C37 -5.38906 1.71216 -2.82555
C38 4.62549 4.53008 -0.26706
C39 3.49092 -3.38563 1.23253
C40 3.55276 0.47498 -2.21055
C41 2.36174 2.92449 4.63144
C42 -7.03177 1.41259 -4.55822
C43 4.84036 5.07594 -1.53370
C44 -1.96664 -4.55912 -2.21594
C45 -2.58197 -0.27310 -1.88354
C46 -4.72281 0.54111 -3.21572
C47 -2.48609 -4.69726 -0.91484
C48 1.70065 0.26693 4.18074
C49 -5.24460 -0.17940 -4.29818
H1 1.80820 -2.27749 -2.46702
H2 -1.90669 -5.13245 -4.26515
H3 -3.91538 -0.86283 0.06297
H4 2.61593 3.96189 4.80921
H5 6.40373 -1.89153 1.94222
H6 5.19746 4.88763 0.57860
H7 -7.02196 3.04892 -3.16699
H8 4.39457 1.14726 -2.27646
H9 4.40327 2.27033 4.54323
H10 4.28804 -1.40728 -3.09466
H11 4.28358 5.05452 -3.60846
H12 3.49192 3.10744 0.86860
H13 -5.48781 0.80664 3.69228
H14 -4.62258 -7.25836 -1.70728
H15 -1.93872 1.84260 1.26239
H16 2.68463 -0.10879 0.74097
H17 0.24356 3.29710 4.62889
H18 5.06509 0.09506 1.38754
H19 -7.92277 1.74731 -5.07648
H20 -5.85954 -0.00632 1.35308
H21 -3.64075 -6.90898 -3.97255
H22 1.07848 4.56829 -0.12038
H23 5.41382 -4.15965 1.86768
H24 -4.98836 2.28018 -1.99522
H25 0.54849 -4.56026 0.51052
H26 -4.73979 -1.08620 -4.60553
H27 2.82552 -5.42479 1.24925
H28 -3.18801 0.69140 4.63981
H29 -6.76630 -0.32426 -5.79112
H30 3.80771 -0.08523 4.06554
H31 2.61393 3.24377 -3.30761
H32 -1.28792 1.58330 4.21327
H33 -1.26176 4.45362 1.19656

Properties
orbital gap	6.11	eV
HOMO	-4.479	eV
charge	-1


What did we get for largest force on an atom? Answer: 0.526, 0.576 eV/A, in the order shown.
What did we get for E_tot? Answer: -112786.7087, -110824.7130 eV, in the order shown.